Record 1
A molecular structure, C22H24CuN6O3S, computed with wB97M-V/def2-TZVPD.

Computed properties:
* E_HOMO: -5.47 eV
* total charge: -1
* energy above the lowest of the compared OMol25 structures with the same formula, charge and spin: 8.0 kcal/mol

Positions of all 57 atoms, in Å:
Cu 0.00 -1.30 0.63
N -3.91 -7.63 0.69
C -3.30 -6.65 0.68
C -2.54 -5.42 0.67
C -3.11 -4.24 0.21
C -2.36 -3.07 0.21
C -1.02 -3.00 0.64
C -0.49 -4.23 1.10
C -1.22 -5.41 1.12
H -4.13 -4.24 -0.14
H -2.84 -2.17 -0.16
H 0.53 -4.27 1.45
H -0.77 -6.33 1.48
C 5.44 -1.41 -2.34
C 5.14 -2.22 -1.08
N 4.22 -1.56 -0.15
C 4.78 -0.58 0.77
C 4.63 0.87 0.33
C 2.87 -1.73 -0.22
C 2.33 -2.74 -1.19
N 2.02 -1.09 0.51
H 6.07 -1.99 -3.01
H 5.96 -0.48 -2.10
H 4.52 -1.15 -2.86
H 6.06 -2.41 -0.54
H 4.73 -3.19 -1.35
H 5.84 -0.83 0.89
H 4.33 -0.73 1.76
H 5.15 1.05 -0.61
H 5.06 1.53 1.09
H 3.59 1.15 0.19
H 2.71 -3.74 -0.97
H 2.60 -2.50 -2.22
H 1.25 -2.77 -1.09
H 2.46 -0.44 1.15
O -3.23 8.37 -1.21
S -3.34 7.10 -1.90
O -2.10 6.57 -2.40
O -4.47 6.99 -2.81
C -3.81 5.95 -0.57
N -4.83 6.31 0.23
C -5.14 5.46 1.19
C -4.48 4.26 1.39
C -3.45 3.98 0.52
N -3.12 4.82 -0.46
C -2.61 2.74 0.59
C -1.60 2.54 -0.33
C -0.82 1.41 -0.24
N -0.98 0.47 0.69
C -1.97 0.65 1.58
C -2.80 1.76 1.56
H -5.97 5.74 1.83
H -4.76 3.59 2.20
H -1.43 3.29 -1.10
H -0.01 1.24 -0.94
H -2.10 -0.13 2.31
H -3.57 1.84 2.31

These are the Mulliken partial charges, in e, on atoms 1 to 4:
1 Cu -0.96
2 N -0.54
3 C 0.00
4 C 0.57

=====

Record 2
2 unconnected molecules or ions with the total composition C22H24F2O4 at a distorted geometry, computed with wB97M-V/def2-TZVPD.

Computed properties:
* E_HOMO: -5.74 eV
* total charge: 0
* energy above the lowest of the compared OMol25 structures with the same formula, charge and spin: 60.1 kcal/mol

Positions of all 52 atoms, in Å:
C 5.21 3.46 -0.58
C 3.88 2.82 -0.66
C 2.73 3.57 -0.92
F 2.88 4.94 -1.01
C 1.47 3.01 -1.05
C 1.26 1.65 -0.66
C -0.01 1.03 -0.48
C -1.28 1.69 -0.46
C -1.50 3.08 -0.16
C -2.76 3.63 -0.32
F -2.90 5.00 -0.33
C -3.90 2.87 -0.55
C -5.24 3.50 -0.65
C -3.72 1.49 -0.74
C -2.46 0.92 -0.69
C 2.44 0.86 -0.48
C 3.70 1.43 -0.50
H 5.97 2.67 -0.52
H 5.43 4.07 -1.46
H 5.30 4.09 0.31
H 0.64 3.60 -1.41
H -0.02 -0.05 -0.33
H -0.67 3.67 0.20
H -5.99 2.71 -0.70
H -5.46 4.12 0.23
H -5.35 4.13 -1.54
H -4.62 0.90 -0.93
H -2.37 -0.16 -0.80
H 2.34 -0.21 -0.31
H 4.60 0.83 -0.36
H -0.32 -1.98 0.52
C -0.04 -2.98 0.78
C 1.17 -3.56 0.31
O 1.61 -4.67 0.58
O 1.89 -2.76 -0.53
C 3.01 -3.53 -0.96
C 3.74 -2.69 -1.95
C -0.87 -3.76 1.64
O -0.65 -4.87 2.11
O -2.04 -3.12 1.96
C -2.79 -4.01 2.81
C -4.06 -3.28 3.13
H 3.65 -3.78 -0.10
H 2.67 -4.47 -1.42
H 4.65 -3.18 -2.30
H 3.11 -2.49 -2.82
H 4.02 -1.73 -1.51
H -2.98 -4.96 2.28
H -2.22 -4.23 3.72
H -4.70 -3.86 3.80
H -3.84 -2.32 3.60
H -4.62 -3.09 2.21

These are the Mulliken partial charges, in e, on atoms 1 to 4:
1 C -1.43
2 C 0.89
3 C 0.48
4 F -0.33

=====

Record 3
C22H24F3N3O3 in the gas phase, computed with wB97M-V/def2-TZVPD.

Computed properties:
* E_HOMO: -7.49 eV
* total charge: 0
* energy above the lowest of the compared OMol25 structures with the same formula, charge and spin: 17.7 kcal/mol
* structure (SMILES): CCN(CC(=O)Nc1ccc(N2CCOCC2)cc1)C(=O)c1ccc(C(F)(F)F)cc1

Positions of all 55 atoms, in Å:
C 2.37 3.69 -0.95
C 1.40 2.52 -0.98
N 1.94 1.35 -0.32
C 1.68 1.21 1.10
C 0.23 0.75 1.34
O -0.59 0.69 0.45
N 0.01 0.45 2.64
C -1.18 0.01 3.26
C -1.15 -0.25 4.62
C -2.28 -0.67 5.29
C -3.49 -0.87 4.61
N -4.62 -1.24 5.32
C -4.54 -2.29 6.32
C -4.85 -3.65 5.68
O -6.12 -3.65 5.06
C -6.21 -2.65 4.07
C -5.92 -1.27 4.69
C -3.50 -0.59 3.24
C -2.37 -0.16 2.57
C 2.66 0.39 -0.93
O 3.16 -0.54 -0.33
C 2.81 0.52 -2.42
C 4.01 0.97 -2.96
C 4.18 1.02 -4.33
C 3.14 0.62 -5.16
C 3.31 0.72 -6.65
F 2.56 -0.17 -7.32
F 2.95 1.94 -7.11
F 4.58 0.53 -7.05
C 1.95 0.15 -4.63
C 1.79 0.10 -3.26
H 3.28 3.44 -1.48
H 1.92 4.56 -1.42
H 2.63 3.96 0.08
H 1.16 2.27 -2.02
H 0.46 2.78 -0.48
H 2.37 0.45 1.48
H 1.85 2.16 1.61
H 0.80 0.52 3.27
H -0.23 -0.11 5.18
H -2.22 -0.84 6.35
H -3.56 -2.32 6.78
H -5.29 -2.08 7.10
H -4.88 -4.44 6.43
H -4.07 -3.88 4.94
H -7.22 -2.70 3.68
H -5.48 -2.85 3.27
H -6.00 -0.48 3.94
H -6.67 -1.08 5.47
H -4.40 -0.72 2.66
H -2.42 0.04 1.52
H 4.82 1.26 -2.30
H 5.11 1.37 -4.75
H 1.15 -0.17 -5.29
H 0.86 -0.26 -2.83

These are the Mulliken partial charges, in e, on atoms 1 to 4:
1 C -1.06
2 C -0.73
3 N 0.43
4 C -1.33

=====

Record 4
C22H24N2O5 in the gas phase at a distorted geometry, computed with wB97M-V/def2-TZVPD.

Computed properties:
* E_HOMO: -7.25 eV
* total charge: 0
* energy above the lowest of the compared OMol25 structures with the same formula, charge and spin: 539.2 kcal/mol
* structure (SMILES): COc1ccc(OCc2cc(C(=O)N3CCC[C@H](CO)C3)no2)c2ccccc12

Positions of all 53 atoms, in Å:
C -1.90 -2.69 2.95
O -2.19 -2.21 1.55
C -2.18 -1.01 1.20
C -1.57 -0.20 1.83
C -1.50 1.20 1.56
C -2.02 1.53 0.44
O -1.82 2.84 -0.21
C -0.63 3.82 0.13
C 0.54 3.03 0.30
C 1.04 2.07 -0.79
C 2.18 1.75 0.08
C 3.29 0.86 -0.87
O 4.10 1.03 -1.55
N 3.32 -0.71 -0.04
C 4.25 -1.51 -0.49
C 3.41 -2.73 -1.25
C 2.41 -3.13 -0.20
C 1.53 -2.16 0.46
C 0.62 -1.67 -0.53
O -0.53 -2.50 -0.85
C 2.41 -0.83 0.93
N 2.45 2.39 1.12
O 1.33 3.15 1.41
C -2.67 0.72 -0.63
C -3.24 1.06 -1.86
C -3.82 0.06 -2.52
C -4.08 -1.00 -2.01
C -3.61 -1.46 -0.92
C -2.78 -0.80 -0.14
H -0.72 -2.56 3.01
H -2.16 -3.70 2.89
H -2.30 -2.07 3.54
H -1.15 -0.21 2.90
H -1.06 2.06 2.18
H -0.80 3.93 1.24
H -0.68 4.66 -0.60
H 0.77 1.64 -1.59
H 4.86 -1.21 -1.26
H 4.78 -1.97 0.35
H 3.00 -2.16 -2.00
H 4.16 -3.50 -1.57
H 1.77 -3.96 -0.38
H 2.88 -3.68 0.71
H 0.77 -2.39 1.31
H 1.04 -1.46 -1.56
H -0.08 -0.64 -0.39
H -1.11 -2.78 -0.34
H 1.67 -0.20 1.41
H 3.10 -1.43 1.80
H -3.02 1.89 -2.07
H -4.34 0.34 -3.35
H -4.57 -1.94 -2.75
H -3.60 -2.47 -0.40

These are the Mulliken partial charges, in e, on atoms 1 to 4:
1 C -1.13
2 O -0.48
3 C 0.68
4 C 0.05

=====

Record 5
2 unconnected molecules or ions with the total composition C22H24N4O4 at a distorted geometry, computed with wB97M-V/def2-TZVPD.

Computed properties:
* E_HOMO: -8.73 eV
* total charge: 0
* energy above the lowest of the compared OMol25 structures with the same formula, charge and spin: 6.2 kcal/mol
* structure (SMILES): CNC(=O)[C@H](Cc1ccc(O)cc1)NC(C)=O.N#CC[C@@H]1C(=O)Nc2ccccc21

Positions of all 54 atoms, in Å:
C 3.16 -3.62 2.39
N 3.43 -2.36 3.08
C 2.60 -1.32 3.22
O 2.97 -0.35 3.87
C 1.22 -1.31 2.53
C 1.14 -0.16 1.51
C -0.17 -0.08 0.75
C -0.45 -1.03 -0.26
C -1.66 -0.95 -0.97
C -2.60 0.06 -0.67
O -3.75 0.14 -1.38
C -2.32 1.00 0.35
C -1.10 0.93 1.05
N 0.13 -1.18 3.50
C -0.28 -2.17 4.28
C -1.42 -1.86 5.22
O 0.20 -3.30 4.25
H 3.02 -3.44 1.32
H 2.26 -4.09 2.80
H 4.00 -4.31 2.52
H 4.30 -2.27 3.57
H 1.08 -2.24 1.98
H 1.95 -0.28 0.79
H 1.31 0.79 2.03
H 0.26 -1.80 -0.49
H -1.88 -1.65 -1.76
H -4.32 0.84 -1.08
H -3.03 1.78 0.58
H -0.88 1.66 1.82
H -0.31 -0.28 3.59
H -1.10 -1.10 5.93
H -1.70 -2.77 5.76
H -2.28 -1.50 4.65
N -2.66 4.64 -4.33
C -1.67 4.45 -3.74
C -0.43 4.18 -3.00
C -0.51 2.86 -2.23
C 0.75 2.64 -1.40
O 1.15 3.35 -0.49
N 1.47 1.58 -1.88
C 0.74 0.92 -2.85
C 1.02 -0.27 -3.53
C 0.10 -0.75 -4.47
C -1.09 -0.05 -4.72
C -1.36 1.15 -4.04
C -0.43 1.63 -3.11
H 0.41 4.16 -3.70
H -0.26 5.01 -2.30
H -1.39 2.83 -1.58
H 2.21 1.16 -1.33
H 1.93 -0.82 -3.32
H 0.30 -1.68 -5.00
H -1.80 -0.42 -5.45
H -2.28 1.68 -4.23

These are the Mulliken partial charges, in e, on atoms 1 to 4:
1 C -0.78
2 N -0.08
3 C -0.16
4 O -0.71